Entry 1:
Formula: C9H12OSi
Source: the Open Molecules 2025 dataset
Level of theory: ωB97M-V/def2-TZVPD

XYZ file:
```
23
C9H12OSi | the Open Molecules 2025 dataset | ωB97M-V/def2-TZVPD
C 3.59801 0.29284 -0.46424
C 3.63606 -0.94348 0.15924
C 2.42535 1.09845 -0.43095
C 2.45778 -1.44196 0.70461
C 1.21598 0.61646 0.20993
C 1.29085 -0.66975 0.71233
C -0.07079 1.39165 0.07279
C -3.15455 0.24782 1.55203
C -2.96471 -1.06035 -1.57982
O -1.05853 0.70691 -0.60286
Si -2.10774 -0.41764 0.02068
H 4.55527 0.48591 -0.92899
H 4.63251 -1.33933 0.06150
H 2.21730 2.08549 -0.83993
H 2.58871 -2.47737 1.06900
H -0.31681 1.66250 1.12644
H 0.26064 2.31754 -0.64789
H -2.47198 0.84679 2.04941
H -4.08553 0.63784 1.09418
H -3.51496 -0.65313 2.08171
H -2.20675 -1.11035 -2.37231
H -3.22114 -2.05237 -1.30641
H -3.70496 -0.22447 -1.74045
```

For the LUMO energy (alpha / beta), the calculation gives -0.002 / -0.011 hartree. The charge is 0. The value obtained for the orbital gap (alpha / beta) is 8.8 / 6.4 eV. Its HOMO energy (alpha / beta) is -8.9 / -6.7 eV. For the largest force on an atom, the calculation gives 4.5 eV/Å.


Entry 2:
Formula: C2H3ClO3S
Source: the Open Molecules 2025 dataset
Level of theory: ωB97M-V/def2-TZVPD

XYZ file:
```
10
C2H3ClO3S | the Open Molecules 2025 dataset | ωB97M-V/def2-TZVPD
C -0.63860 0.54220 -0.81127
C 0.45900 0.03299 1.66664
O -1.47968 1.12733 -0.22544
O 1.26142 -0.08899 -2.51329
O 0.60221 -0.34571 0.32282
S -0.14244 0.08340 -2.45894
Cl -1.17228 -1.75740 -1.96664
H 0.56895 1.10365 1.79617
H 1.10889 -0.62608 2.11813
H -0.56748 -0.07138 2.07183
```

For the LUMO energy, the calculation gives -0.057 hartree. The charge is 0. The value obtained for the orbital gap is 8.2 eV. Its HOMO energy is -9.8 eV. For the largest force on an atom, the calculation gives 6.7 eV/Å.


> What is the charge in the second record?

0


> Which formula does entry 1 have?

C9H12OSi